This record from the Open Molecules 2025 dataset describes a cluster of 14 separate species, C46H129N9O19 in total. The level of theory is wB97M-V/def2-TZVPD.

Each line ends with the Löwdin charge.
Element x y z (Å)
1 C 1.240837 -5.458355 1.913336  -0.02
2 C 0.047186 -5.050105 0.992179  -0.42
3 C -0.252331 -6.084677 -0.095241  -0.20
4 O -1.161132 -5.416699 -0.987644  -0.25
5 C -1.372311 -6.131946 -2.250918  -0.07
6 N -1.134999 -4.664860 1.717783  0.07
7 H 2.093880 -5.551772 1.248610  0.06
8 H 1.086975 -6.285934 2.593610  0.07
9 H 1.429946 -4.581276 2.509952  0.05
10 H 0.443583 -4.291612 0.329018  0.10
11 H -0.762289 -6.931735 0.250051  0.11
12 H 0.596056 -6.435321 -0.653317  0.10
13 H -2.180644 -6.909640 -2.214741  0.09
14 H -0.338745 -6.575297 -2.553673  0.10
15 H -1.721435 -5.336970 -2.922905  0.08
16 H -1.454409 -5.406629 2.349877  0.07
17 H -1.907295 -4.682014 1.082058  0.05
18 C -3.912687 1.663145 3.470231  -0.03
19 C -4.688183 0.358733 3.800423  -0.46
20 C -4.068136 -0.350028 4.954988  -0.26
21 O -2.888555 -0.937422 4.593154  -0.18
22 C -2.993603 -2.164183 3.979460  -0.13
23 N -6.037276 0.655401 4.178859  0.03
24 H -2.846261 1.459359 3.314456  0.07
25 H -4.068085 2.287793 4.352979  0.08
26 H -4.307614 2.153932 2.601985  0.06
27 H -4.876103 -0.373792 2.983236  0.14
28 H -4.766082 -1.147660 5.291041  0.13
29 H -3.840457 0.383794 5.734940  0.14
30 H -2.114401 -2.316781 3.406578  0.05
31 H -3.837620 -2.199537 3.182250  0.12
32 H -3.129014 -2.981481 4.719567  0.09
33 H -6.068524 1.160246 5.049695  0.07
34 H -6.624904 -0.144515 4.229224  0.06
35 C 3.955135 -4.387792 -2.191865  -0.05
36 C 2.768405 -3.640556 -1.562552  -0.37
37 C 3.009322 -2.096003 -1.584009  -0.15
38 O 4.088686 -1.896451 -0.678727  -0.24
39 C 4.668899 -0.577202 -0.525248  -0.04
40 N 1.587293 -4.024634 -2.390864  0.08
41 H 3.857672 -5.442100 -1.857416  0.09
42 H 4.897747 -3.889904 -1.979939  0.08
43 H 3.842869 -4.450234 -3.253570  0.05
44 H 2.700195 -3.934629 -0.514361  0.10
45 H 2.148476 -1.535316 -1.377905  0.08
46 H 3.398558 -1.830481 -2.552049  0.13
47 H 3.977010 0.131488 -0.004639  0.09
48 H 4.817451 -0.136083 -1.493917  0.07
49 H 5.628757 -0.705735 -0.016167  0.10
50 H 0.772921 -3.600612 -2.009725  0.03
51 H 1.453900 -5.018183 -2.519838  0.06
52 C -4.920289 1.368785 -0.760579  -0.05
53 C -5.404459 0.227047 -1.656900  -0.45
54 C -4.307910 -0.729245 -1.999501  -0.19
55 O -3.922988 -1.540151 -0.851190  -0.20
56 C -2.829008 -2.371158 -1.201876  -0.11
57 N -6.509952 -0.408437 -0.974036  0.02
58 H -5.761654 1.717473 -0.146725  0.08
59 H -4.564994 2.286643 -1.304688  0.07
60 H -4.107294 1.056364 -0.119627  0.06
61 H -5.870490 0.620872 -2.539554  0.12
62 H -3.349669 -0.331899 -2.345231  0.10
63 H -4.547183 -1.429521 -2.837764  0.14
64 H -3.060443 -3.234318 -1.769672  0.07
65 H -2.369092 -2.706699 -0.289913  0.07
66 H -2.104029 -1.762563 -1.772675  0.06
67 H -7.001743 -1.111436 -1.564327  0.09
68 H -6.123694 -1.004187 -0.180110  0.10
69 C 0.159286 -0.648745 -3.029859  -0.03
70 C -0.050572 -0.843036 -4.533971  -0.45
71 C 0.553914 -1.995586 -5.263071  -0.20
72 O 1.959752 -1.809104 -5.478273  -0.21
73 C 2.638904 -2.750780 -6.321555  -0.08
74 N -1.456122 -0.949935 -4.743596  0.04
75 H 1.201176 -0.457441 -2.880379  0.04
76 H -0.043554 -1.615982 -2.495351  0.08
77 H -0.447186 0.183164 -2.665059  0.06
78 H 0.326689 0.082479 -5.031448  0.14
79 H 0.069738 -2.063751 -6.232085  0.11
80 H 0.386484 -2.929972 -4.750293  0.11
81 H 1.926846 -2.964351 -7.149819  0.09
82 H 2.916001 -3.605861 -5.743659  0.06
83 H 3.511726 -2.185531 -6.714298  0.09
84 H -1.680400 -0.825295 -5.711689  0.07
85 H -1.836428 -0.043626 -4.446274  0.05
86 C -0.571736 -6.264295 7.199880  -0.06
87 C -1.189120 -5.334954 6.073841  -0.40
88 C -0.804409 -3.855389 6.385556  -0.20
89 O 0.594950 -3.683471 6.428120  -0.19
90 C 1.134513 -2.877072 5.373480  -0.08
91 N -0.690211 -5.897978 4.838899  0.05
92 H -0.956341 -7.300936 7.104395  0.08
93 H -0.784452 -5.977561 8.225579  0.07
94 H 0.490109 -6.254090 7.132555  0.05
95 H -2.266475 -5.419538 6.145961  0.12
96 H -1.325536 -3.567518 7.324956  0.14
97 H -1.150265 -3.274209 5.496504  0.09
98 H 2.171447 -2.977433 5.383825  0.06
99 H 0.726764 -1.818024 5.481068  0.12
100 H 0.888991 -3.247285 4.394138  0.05
101 H -0.589924 -5.124017 4.185420  0.03
102 H 0.207355 -6.302823 4.947658  0.05
103 C -0.958480 8.050705 -0.574065  -0.05
104 C -2.253625 7.282005 -1.011989  -0.42
105 C -1.854418 6.092652 -1.899679  -0.16
106 O -1.182371 6.590015 -3.112138  -0.23
107 C -2.093300 7.150174 -3.978441  -0.15
108 N -3.106854 6.883473 0.090163  0.04
109 H -1.193432 8.734521 0.281012  0.08
110 H -0.593215 8.635059 -1.408712  0.06
111 H -0.123457 7.390721 -0.189461  0.08
112 H -2.781401 7.939470 -1.731764  0.12
113 H -2.616636 5.397189 -2.209841  0.10
114 H -1.178054 5.430797 -1.410460  0.09
115 H -2.905487 6.441523 -4.265314  0.10
116 H -1.598119 7.552313 -4.901451  0.11
117 H -2.489179 8.065606 -3.551139  0.07
118 H -4.082451 6.670907 -0.117145  0.08
119 H -2.856455 6.018649 0.587650  0.07
120 C -0.366924 2.994685 -6.462308  -0.06
121 C -0.853666 3.868757 -5.348753  -0.44
122 C -1.203643 3.001587 -4.167519  -0.13
123 O -2.258835 2.033885 -4.585561  -0.23
124 C -3.569092 2.586120 -4.339986  -0.08
125 N 0.252800 4.790140 -5.012715  0.07
126 H -1.138022 2.347563 -6.833604  0.08
127 H 0.500361 2.425233 -6.161823  0.06
128 H -0.097763 3.654919 -7.312259  0.09
129 H -1.715584 4.388710 -5.710588  0.12
130 H -1.635210 3.512572 -3.315408  0.09
131 H -0.344106 2.366641 -3.790118  0.14
132 H -3.876109 3.404041 -5.020254  0.09
133 H -3.679142 2.890065 -3.353183  0.03
134 H -4.268464 1.727440 -4.481293  0.10
135 H -0.088786 5.524372 -4.360769  0.07
136 H 0.470525 5.183771 -5.894224  0.06
137 C 0.449976 -1.562732 1.367318  -0.05
138 C 0.261382 -0.062986 1.230646  -0.39
139 C -1.172850 0.242621 0.799221  -0.12
140 O -1.251855 1.710938 0.630277  -0.20
141 C -1.075399 2.124892 -0.723367  -0.10
142 N 0.647366 0.568837 2.519093  0.07
143 H -0.164033 -1.984397 2.206645  0.08
144 H 1.496965 -1.863734 1.571454  0.08
145 H 0.214617 -2.083094 0.434054  0.06
146 H 0.936974 0.299220 0.521452  0.12
147 H -1.933457 -0.003395 1.486017  0.10
148 H -1.458500 -0.333086 -0.101236  0.11
149 H -1.834965 1.763620 -1.394524  0.07
150 H -0.059661 1.942883 -1.022734  0.06
151 H -1.080003 3.252900 -0.651840  0.09
152 H -0.087575 0.317283 3.192385  0.10
153 H 0.679384 1.568128 2.348752  0.06
154 C -1.088709 5.417987 3.128070  -0.27
155 C 0.174577 4.808540 3.699343  -0.21
156 O 0.805361 3.928422 2.734712  -0.10
157 O -1.970025 4.364423 2.841583  -0.10
158 H -1.009617 5.993919 2.153387  0.11
159 H -1.588525 6.090360 3.914181  0.14
160 H -0.145923 4.161928 4.545431  0.13
161 H 0.850302 5.676258 3.983779  0.14
162 H 1.743631 4.167135 2.707787  0.04
163 H -1.523880 3.653569 2.323562  0.08
164 C 4.312431 0.562523 2.775280  -0.23
165 C 4.175274 0.160663 4.265229  -0.19
166 O 5.238794 -0.765826 4.409668  -0.10
167 O 3.151727 1.121610 2.209049  -0.11
168 H 4.754928 -0.285063 2.216253  0.10
169 H 5.189082 1.246153 2.627980  0.14
170 H 3.203744 -0.351366 4.265013  0.11
171 H 4.307409 0.917256 5.036698  0.12
172 H 5.354713 -1.105946 5.315252  0.11
173 H 2.396064 0.579542 2.448784  0.02
174 C 3.040801 4.511832 -0.488269  -0.21
175 C 4.022819 3.967696 0.548634  -0.17
176 O 3.408873 3.963174 1.893657  -0.14
177 O 1.786913 3.821052 -0.548564  -0.07
178 H 3.489837 4.436340 -1.451710  0.09
179 H 2.882871 5.574295 -0.183029  0.13
180 H 4.979938 4.528495 0.665774  0.13
181 H 4.263682 2.899519 0.384418  0.11
182 H 3.218869 2.996255 2.119155  0.07
183 H 1.263506 4.082400 0.215037  0.07
184 C 5.457488 -4.600579 3.139111  -0.30
185 C 5.039849 -4.333997 1.677646  -0.25
186 O 4.078888 -3.316779 1.619828  -0.09
187 O 6.177876 -3.576139 3.664693  -0.06
188 H 6.106613 -5.487085 3.203632  0.12
189 H 4.521853 -4.880140 3.756427  0.13
190 H 4.721122 -5.281736 1.146946  0.12
191 H 5.930472 -3.955360 1.258989  0.10
192 H 4.178470 -2.769896 0.822866  0.03
193 H 5.694598 -2.709651 3.691933  0.08
194 C 3.029342 2.927028 -4.360132  -0.26
195 C 3.408921 1.840854 -3.381154  -0.25
196 O 2.400209 1.550903 -2.426895  -0.08
197 O 3.013860 4.172021 -3.710225  -0.08
198 H 2.016334 2.685057 -4.846720  0.11
199 H 3.745249 2.877485 -5.206012  0.12
200 H 4.379499 2.036042 -2.873770  0.13
201 H 3.522138 0.970564 -3.996461  0.11
202 H 2.288635 2.351061 -1.901216  0.04
203 H 2.343656 4.727670 -4.151200  0.07

Forces on atoms 1 to 3 (eV/Å):
C -1.0174 1.1489 -0.9789
C 1.3033 -2.0178 -0.2892
C -0.9237 1.1233 -0.3725

DFT total energy	-3752.052568	Ha
relative energy (zero: lowest compared OMol25 entry of this formula, charge and spin)	0.326	eV


This record from the Open Molecules 2025 dataset describes a structure of composition C28H24Cl3F5Ge2N6O6W. The level of theory is wB97M-V/def2-TZVPD.

Each line ends with the Löwdin charge.
Element x y z (Å)
1 W 0.456272 -0.416768 -0.292229  1.44
2 O -2.716650 -2.908374 4.525225  0.08
3 C -2.087115 -2.335558 3.471685  -0.27
4 C -2.597547 -2.425800 2.176007  0.07
5 C -1.873374 -1.832298 1.166709  -0.19
6 N -0.713612 -1.243350 1.413335  0.00
7 C -0.269312 -1.059144 2.647950  -0.16
8 C -0.925767 -1.606428 3.728581  0.10
9 C 0.915728 -0.114070 2.677405  -0.55
10 O 1.524759 0.094134 3.704116  0.10
11 O 1.145507 0.441642 1.518889  -0.25
12 C -2.291640 -1.662747 -0.277528  -0.56
13 O -3.207750 -2.314742 -0.746855  0.09
14 O -1.576739 -0.777765 -0.902659  -0.25
15 H -3.481804 -3.400854 4.207640  0.11
16 H -3.531502 -2.925110 1.950165  0.12
17 H -0.558968 -1.454493 4.733322  0.14
18 Cl 0.206221 3.626967 0.564993  0.06
19 Ge -0.868002 1.806861 0.005422  -0.21
20 Cl -2.391750 1.692396 1.616077  0.07
21 Cl -2.066316 2.520705 -1.695181  0.04
22 C 3.157619 -1.886771 -2.960401  -0.22
23 Ge 2.690073 0.025091 -2.945293  0.73
24 C 2.215864 0.481872 -4.807647  -0.24
25 C 4.355738 0.993570 -2.551180  -0.22
26 C 1.184226 0.556434 -1.811893  -0.47
27 H 4.132064 -1.998191 -3.442092  0.02
28 H 2.431078 -2.473026 -3.524499  0.00
29 H 3.213627 -2.276368 -1.944939  0.00
30 H 3.030400 0.219365 -5.486358  0.01
31 H 2.018297 1.550988 -4.900428  0.01
32 H 1.318796 -0.053615 -5.125233  0.00
33 H 4.994716 0.971755 -3.436973  0.01
34 H 4.890262 0.522716 -1.726428  0.01
35 H 4.160572 2.030499 -2.280228  0.02
36 H 0.784344 1.493875 -2.215019  -0.05
37 F 6.564765 -0.504019 3.372004  0.10
38 C 5.507778 -0.699814 2.569875  -0.15
39 C 4.932691 -1.948803 2.459567  -0.15
40 F 5.427365 -2.979229 3.160845  0.10
41 C 3.847531 -2.135474 1.626054  -0.13
42 F 3.309202 -3.369041 1.557701  0.09
43 C 3.280754 -1.104734 0.868209  -0.26
44 O 2.251151 -1.362878 0.082937  -0.25
45 C 3.899594 0.147223 0.993978  -0.16
46 F 3.457801 1.191793 0.298516  0.10
47 C 4.982202 0.343580 1.830476  -0.14
48 F 5.538367 1.556354 1.923003  0.12
49 C 0.506203 -4.031936 0.418084  0.01
50 C 0.125495 -3.555805 -0.936546  -0.30
51 N 0.291318 -2.349472 -1.441951  -0.01
52 C -0.206781 -2.368019 -2.729870  -0.11
53 C -0.680703 -3.600890 -3.003134  -0.03
54 N -0.464636 -4.356703 -1.863064  0.00
55 C -1.051670 -5.646167 -1.591515  -0.06
56 N -2.351440 -5.549817 -0.974970  -0.04
57 N -2.468349 -5.658095 0.370192  0.06
58 N -3.679044 -5.443999 0.711906  0.08
59 C -4.411359 -5.170730 -0.422972  -0.25
60 C -5.761889 -4.851403 -0.577650  -0.01
61 C -6.203990 -4.602688 -1.854127  -0.08
62 C -5.332193 -4.670210 -2.960703  -0.07
63 C -4.000919 -4.983707 -2.822619  -0.01
64 C -3.558425 -5.229779 -1.521549  -0.18
65 H 1.035971 -3.242126 0.936403  0.05
66 H 1.184272 -4.884759 0.343040  0.10
67 H -0.371238 -4.338822 0.988749  0.07
68 H -0.201366 -1.478048 -3.332924  0.11
69 H -1.141881 -4.011490 -3.883044  0.11
70 H -0.417294 -6.206252 -0.908922  0.13
71 H -1.140695 -6.189471 -2.531049  0.14
72 H -6.418218 -4.790632 0.279630  0.11
73 H -7.239000 -4.336782 -2.022211  0.10
74 H -5.723203 -4.454252 -3.946376  0.10
75 H -3.338596 -5.011222 -3.676477  0.10

Forces on atoms 1 to 3 (eV/Å):
W 0.0687 0.2889 -0.1020
O 0.0036 -0.0004 0.0056
C -0.0153 -0.0093 0.0151

DFT total energy	-7962.503157	Ha
charge	-1
relative energy (zero: lowest compared OMol25 entry of this formula, charge and spin)	0.000	eV
spin multiplicity	2


The highest relative energy (zero: lowest compared OMol25 entry of this formula, charge and spin) belongs to which entry? C46H129N9O19